{
  "formula": "C5H26NO9",
  "method": "the ωB97M-V functional and the def2-TZVPD basis",
  "symbols": ["H", "O", "O", "H", "H", "H", "H", "H", "C", "H", "H", "H", "C", "H", "H", "H", "N", "C", "H", "O", "H", "H", "H", "H", "H", "O", "O", "H", "O", "O", "O", "H", "H", "H", "H", "C", "H", "H", "H", "O", "C"],
  "xyz": [[0.17, 0.19, -3.02], [2.32, -2.64, -1.04], [-0.10, 3.00, 0.25], [-2.62, 1.32, 1.52], [2.35, -3.46, 0.79], [-0.93, 2.58, 0.77], [1.48, -0.35, -1.13], [2.76, 1.22, 0.69], [-1.32, 0.27, -1.07], [1.00, 1.36, -0.84], [1.39, -2.42, -0.88], [-1.61, 2.05, 2.60], [2.11, 0.36, 0.77], [-1.01, 0.05, -2.11], [-0.59, 0.31, 0.97], [2.76, -1.88, -0.61], [-0.36, -1.65, 0.17], [1.12, 0.26, -0.39], [-0.89, -2.02, -0.57], [3.02, -0.72, 0.70], [1.20, -2.74, 1.32], [-0.04, 3.92, 0.51], [-0.04, 3.26, -1.41], [1.63, 0.01, -3.18], [-4.21, 0.59, 1.29], [2.06, -3.06, 1.61], [0.94, 0.48, -3.60], [2.68, -1.52, 1.25], [0.19, 3.43, -2.38], [-2.51, -0.42, -0.91], [-3.32, 0.26, 1.34], [0.42, 2.62, -2.76], [-2.93, -0.20, 0.10], [-0.52, -1.68, 2.32], [-2.09, -1.56, 1.49], [-0.30, -0.16, 0.02], [-1.20, -3.09, 1.44], [-1.49, 1.39, -1.01], [1.61, 0.33, 1.78], [-2.01, 2.29, 1.77], [-1.10, -2.01, 1.42]],
  "mulliken_charge": [-0.024, -0.885, -0.710, 0.405, 0.399, 0.386, 0.167, 0.408, -0.084, -0.281, 0.435, 0.279, -0.923, 0.253, 0.279, 0.512, -0.106, 0.246, 0.244, -0.775, 0.442, 0.246, 0.463, 0.284, 0.247, -0.831, -0.759, 0.432, -0.704, -0.774, -0.875, 0.373, 0.430, 0.343, 0.332, 0.174, 0.377, 0.279, 0.246, -0.879, -1.067],
  "total_charge": -1,
  "e_homo_ev": -6.0139,
  "relative_energy_kcal_mol": 23.3,
  "gap_ev": 9.12,
  "fmax_ev_per_a": 5.16
}

***

{
  "formula": "C10H16",
  "method": "the ωB97M-V functional and the def2-TZVPD basis",
  "symbols": ["C", "H", "H", "H", "H", "H", "C", "H", "H", "C", "H", "H", "C", "C", "H", "C", "H", "C", "C", "C", "H", "H", "H", "C", "H", "H"],
  "xyz": [[3.02, 1.89, -0.74], [-3.87, -0.81, -0.57], [3.42, 0.14, -1.95], [-2.36, -1.56, -2.53], [1.96, 1.65, -0.70], [-0.69, -0.59, 2.98], [-0.02, -0.96, -0.22], [3.42, 1.66, -2.83], [3.10, 2.97, -0.82], [-2.03, -1.46, -1.50], [3.45, 1.52, 0.19], [0.91, 1.81, 2.14], [-0.08, 1.42, 2.35], [-2.17, -0.46, 0.68], [4.80, 1.25, -1.74], [-0.63, -1.44, -1.35], [-0.33, 1.72, 3.37], [-0.80, -0.48, 0.84], [-0.16, -0.11, 2.15], [-2.79, -0.88, -0.50], [-2.73, -0.22, 1.57], [-0.04, -1.92, -2.12], [-0.73, 1.99, 1.69], [3.73, 1.18, -1.91], [1.06, -1.00, -0.14], [0.88, -0.43, 2.15]],
  "mulliken_charge": [-0.767, 0.352, 0.249, 0.322, 0.177, 0.407, -0.409, 0.282, 0.383, -0.659, 0.263, 0.274, -1.062, -0.363, 0.285, -0.365, 0.306, 0.611, -0.749, -0.365, 0.348, 0.349, 0.333, -0.863, 0.332, 0.328],
  "e_homo_ev": -9.0170,
  "relative_energy_kcal_mol": 13.3,
  "gap_ev": 10.02,
  "smiles": "CCc1ccccc1.CC",
  "fmax_ev_per_a": 2.18
}

***

{
  "formula": "C6H14O2",
  "method": "the ωB97M-V functional and the def2-TZVPD basis",
  "symbols": ["O", "C", "C", "H", "H", "C", "H", "H", "H", "H", "H", "H", "H", "H", "H", "C", "C", "H", "H", "C", "H", "O"],
  "xyz": [[1.53, 0.89, -3.21], [0.14, -2.13, 1.87], [-0.32, -1.32, 0.68], [1.57, 1.58, 0.81], [1.65, -0.75, 0.25], [0.40, 0.05, -1.30], [1.15, -2.51, 1.71], [-0.20, 1.63, 0.69], [-2.45, 2.53, -1.61], [-0.47, -3.01, 2.05], [-3.36, 1.51, -0.89], [0.23, -0.84, -1.91], [-0.62, 0.50, -1.35], [-0.56, -1.94, -0.20], [0.17, -1.51, 2.75], [0.65, 1.03, 1.01], [1.30, 0.98, -2.03], [1.75, 1.82, -1.46], [-1.32, -0.89, 0.84], [0.67, -0.26, 0.18], [0.56, 0.82, 2.07], [-2.45, 1.82, -0.96]],
  "mulliken_charge": [-0.503, -1.270, -0.604, 0.338, 0.278, -0.634, 0.335, 0.241, 0.293, 0.378, 0.287, 0.332, 0.173, 0.400, 0.283, -1.275, -0.031, 0.292, 0.277, 0.606, 0.403, -0.600],
  "e_homo_ev": -9.4717,
  "relative_energy_kcal_mol": 22.1,
  "gap_ev": 9.99,
  "smiles": "CC[C@H](C)CC=O.O",
  "fmax_ev_per_a": 1.48
}

***

{
  "formula": "C27H54O27",
  "method": "the ωB97M-V functional and the def2-TZVPD basis",
  "symbols": ["C", "H", "C", "H", "H", "O", "H", "C", "H", "O", "O", "O", "O", "C", "H", "O", "H", "C", "H", "O", "C", "H", "O", "C", "O", "H", "O", "C", "C", "O", "O", "C", "H", "O", "O", "H", "H", "H", "O", "H", "C", "C", "H", "H", "H", "H", "H", "O", "C", "H", "H", "O", "O", "H", "H", "H", "C", "H", "C", "H", "O", "C", "O", "H", "O", "O", "H", "H", "H", "H", "H", "C", "O", "C", "H", "H", "H", "C", "O", "C", "H", "H", "H", "H", "C", "H", "H", "H", "H", "H", "C", "H", "H", "C", "C", "H", "H", "C", "C", "H", "O", "H", "H", "C", "O", "H", "O", "H"],
  "xyz": [[-1.71, -2.87, -3.15], [-0.69, -2.53, 5.08], [-3.77, -4.75, 5.86], [1.24, 3.64, 1.34], [2.64, 2.16, -2.30], [-0.71, 1.14, -0.71], [1.96, 2.40, -5.59], [4.29, 1.57, 0.99], [0.01, 3.61, 2.47], [-3.46, 3.63, 1.41], [1.75, 2.61, 3.10], [1.74, -7.21, 2.02], [-1.02, -2.81, -2.17], [-3.89, -1.16, 2.94], [-4.29, 3.06, 5.23], [2.21, -2.46, 2.99], [-0.28, -4.44, -0.29], [-1.46, 3.30, -3.36], [3.21, 1.23, -5.28], [3.68, 1.69, 3.57], [-1.06, 4.66, -7.82], [-2.28, -0.33, -2.43], [-2.66, 2.54, 3.23], [-0.51, -0.98, 0.98], [1.54, 0.87, -1.09], [1.47, -7.81, 3.98], [1.25, -2.15, 4.96], [3.81, 3.95, -4.82], [1.62, 2.00, -1.98], [3.96, 3.08, -5.83], [0.60, -0.43, 0.26], [-3.79, -2.84, 4.52], [-2.26, 0.22, -4.08], [-4.28, 4.07, 3.37], [-1.31, 2.70, -6.01], [1.29, 2.85, -1.38], [4.64, 0.60, 1.35], [0.82, -3.86, 0.77], [3.05, -0.99, 4.52], [4.11, -2.26, 2.24], [0.82, 2.98, 2.11], [-4.31, 4.06, 4.78], [0.97, 1.80, -2.82], [-4.32, -0.23, 3.33], [-3.97, -5.83, 5.84], [-4.15, -4.35, 6.80], [-2.30, -6.00, -3.64], [-4.38, -2.40, 3.41], [2.87, 1.98, 2.76], [4.99, 2.34, 1.32], [2.93, -2.51, 1.03], [-1.33, 4.26, -4.37], [-1.30, 4.90, -6.43], [-0.69, 5.57, -8.29], [-1.61, 3.82, 0.46], [-1.35, -1.19, 0.31], [1.07, -6.12, 1.80], [5.05, 5.56, -3.02], [-1.30, 3.83, -5.62], [5.33, 6.75, -4.37], [-2.96, -2.28, 5.16], [0.75, -4.65, 0.01], [2.97, 3.90, -3.97], [-0.31, -1.92, 1.50], [0.93, -5.97, 0.47], [2.97, 1.83, 1.42], [2.77, -6.63, 3.69], [-1.92, -5.14, -2.10], [-4.01, -1.17, 1.85], [1.41, -4.40, -0.81], [-3.37, 4.48, 5.15], [-1.86, -0.54, -3.42], [4.79, 4.84, -4.91], [2.96, 2.08, -5.91], [3.70, 6.21, -3.83], [-0.80, -0.23, 1.72], [0.26, -4.01, 4.86], [4.74, 5.93, -4.00], [-2.15, -3.97, -3.74], [2.27, -7.51, 3.29], [-2.32, 2.62, -3.46], [2.97, -8.34, 3.27], [2.99, -0.90, 1.88], [-0.31, 3.88, -7.93], [3.09, -1.99, 1.97], [-2.08, 2.20, 0.96], [0.40, 2.16, 1.53], [-1.99, 4.28, -8.23], [-2.91, 2.91, -0.41], [4.37, 1.53, -0.10], [0.34, 0.55, -0.57], [-2.82, -1.00, 3.04], [-0.78, -0.47, -3.35], [-3.39, 3.35, 2.71], [-2.46, 3.14, 0.55], [-0.05, -2.94, 3.49], [-2.67, -4.85, 5.88], [0.16, -2.97, 4.56], [2.27, -1.83, 4.16], [-0.67, -5.39, -3.39], [-4.23, -4.08, 4.73], [-1.51, 3.71, -2.35], [2.87, 1.76, -6.94], [-1.72, -5.21, -3.17], [-2.20, -1.85, -3.88], [-5.15, 4.65, 5.12], [0.77, -5.30, 2.63], [-0.61, 2.62, -3.40]],
  "mulliken_charge": [0.687, 0.247, -0.593, 0.307, 0.163, -0.173, 0.056, -0.832, 0.238, -0.381, -0.374, -0.369, -0.421, -0.543, 0.276, -0.177, 0.086, 0.183, 0.274, -0.509, -0.626, 0.232, -0.533, -0.496, -0.415, 0.285, -0.391, 0.850, -0.496, -0.339, 0.074, 0.816, 0.211, -0.387, -0.566, 0.299, 0.301, -0.311, -0.567, 0.455, -0.217, -0.640, 0.068, 0.326, 0.271, 0.303, 0.230, -0.373, 0.697, 0.372, 0.281, -0.314, -0.374, 0.235, 0.184, 0.368, 0.765, 0.282, 0.774, 0.236, -0.562, 0.068, -0.561, -0.365, -0.331, -0.016, 0.270, 0.260, 0.363, 0.388, 0.304, -0.362, -0.345, -0.415, 0.297, 0.416, 0.210, -0.646, -0.381, -0.620, 0.327, 0.227, -0.287, 0.288, -0.324, 0.020, -0.163, 0.288, 0.141, 0.192, 0.425, 0.134, 0.218, 0.860, -0.048, -0.139, 0.201, 0.073, 0.719, 0.274, -0.347, 0.128, 0.279, -0.568, -0.374, 0.228, -0.485, -0.274],
  "e_homo_ev": -10.1253,
  "relative_energy_kcal_mol": 45.6,
  "gap_ev": 10.47,
  "smiles": "COC(=O)OC.COC(=O)OC.COC(=O)OC.COC(=O)OC.COC(=O)OC.COC(=O)OC.COC(=O)OC.COC(=O)OC.COC(=O)OC",
  "fmax_ev_per_a": 2.26
}

***

{
  "formula": "C3H2BrClN2",
  "method": "the ωB97M-V functional and the def2-TZVPD basis",
  "symbols": ["Cl", "C", "N", "H", "H", "Br", "N", "C", "C"],
  "xyz": [[2.45, 2.81, -0.01], [0.49, 0.69, 0.02], [1.80, -1.23, -0.04], [-0.16, -1.29, -0.28], [-0.43, 1.21, 0.00], [4.47, -0.46, 0.02], [0.58, -0.71, 0.00], [2.68, -0.32, -0.05], [1.68, 1.30, -0.07]],
  "mulliken_charge": [-0.155, -0.303, -0.650, 0.238, 0.440, -0.054, 0.169, 0.254, 0.061],
  "e_homo_ev": -8.7200,
  "relative_energy_kcal_mol": 29.7,
  "gap_ev": 9.55,
  "fmax_ev_per_a": 5.66
}